Record 1
The following is a quantum chemistry calculation of C35H38N3Ti as an isolated structure, from OMol25.

Geometry (Å):
1 Ti 0.811 -0.274 0.187
2 C -2.430 1.948 -3.403
3 C -2.965 2.589 -2.295
4 C -2.141 2.861 -1.223
5 C -0.805 2.473 -1.277
6 N -0.283 1.874 -2.344
7 C -1.082 1.624 -3.377
8 C 0.091 2.739 -0.111
9 C 0.463 4.009 0.201
10 C 1.461 4.217 1.219
11 C 1.897 3.177 1.961
12 C 1.310 1.869 1.754
13 N 0.566 1.658 0.571
14 C 1.461 0.771 2.572
15 C 2.292 0.752 3.757
16 C 2.244 -0.296 4.601
17 C 1.389 -1.420 4.295
18 C 0.757 -1.443 3.100
19 N 0.808 -0.436 2.181
20 H -3.037 1.703 -4.264
21 H -4.014 2.856 -2.256
22 H -2.527 3.341 -0.335
23 H -0.623 1.129 -4.226
24 H 0.087 4.830 -0.396
25 H 1.877 5.205 1.374
26 H 2.671 3.336 2.701
27 H 2.945 1.588 3.970
28 H 2.853 -0.309 5.497
29 H 1.311 -2.263 4.968
30 H 0.187 -2.315 2.799
31 C 2.629 -2.143 -0.057
32 C 3.142 -0.828 -0.141
33 C 2.698 -0.259 -1.355
34 C 1.976 -1.270 -2.059
35 C 1.927 -2.411 -1.256
36 C 1.132 -3.643 -1.550
37 C 1.237 -1.098 -3.351
38 C 3.122 1.092 -1.867
39 C 4.086 -0.167 0.825
40 C 2.815 -3.110 1.073
41 H 0.814 -4.135 -0.629
42 H 1.697 -4.376 -2.135
43 H 0.236 -3.391 -2.119
44 H 1.741 -1.599 -4.184
45 H 1.146 -0.041 -3.604
46 H 0.226 -1.512 -3.283
47 H 2.951 1.879 -1.129
48 H 2.552 1.369 -2.753
49 H 4.187 1.100 -2.127
50 H 3.929 0.913 0.863
51 H 5.130 -0.333 0.535
52 H 3.959 -0.553 1.837
53 H 1.885 -3.633 1.307
54 H 3.139 -2.605 1.984
55 H 3.564 -3.871 0.828
56 C -2.151 -2.397 1.014
57 C -2.218 -1.460 -0.206
58 C -2.691 -2.285 -1.405
59 C -0.833 -0.887 -0.436
60 C -3.194 -0.331 0.129
61 C -4.406 -0.148 -0.531
62 C -5.269 0.891 -0.187
63 C -4.938 1.766 0.833
64 C -3.727 1.595 1.501
65 C -2.869 0.570 1.146
66 H -1.430 -3.192 0.807
67 H -3.130 -2.844 1.218
68 H -1.812 -1.855 1.896
69 H -1.965 -3.076 -1.591
70 H -2.757 -1.669 -2.305
71 H -3.665 -2.753 -1.224
72 H -0.587 -0.631 -1.488
73 H -4.693 -0.810 -1.337
74 H -6.204 1.012 -0.723
75 H -5.608 2.573 1.104
76 H -3.443 2.279 2.293
77 H -1.906 0.484 1.637

Calculated values
gap between HOMO and LUMO = 5.3 eV
DFT total energy = -64498.475 eV
2S+1 = 1
lowest unoccupied orbital energy = 0.106 hartree
energy above the lowest of the compared OMol25 structures with the same formula, charge and spin = 0.0 kcal per mole
HOMO energy = -2.460 eV
total charge = -1
F_max = 1.74 eV/A

Here are the Mulliken charges for atoms 1 to 6, given in e: -2.110 -0.819 -0.480 -0.640 0.095 -0.002


Record 2
The following is a quantum chemistry calculation of C35H38N4P2PtS2Si2 as an isolated structure, from OMol25.

Geometry (Å):
1 Pt -1.262 1.275 -1.373
2 C 5.159 0.653 -0.907
3 Si 3.526 1.215 -1.713
4 C 3.561 3.102 -1.685
5 C 3.608 0.659 -3.515
6 N 2.154 0.569 -1.008
7 P 1.422 0.537 0.374
8 C -0.286 0.495 0.451
9 P -1.341 -0.797 0.286
10 N -1.863 -0.830 -1.235
11 Si -3.322 -1.414 -1.934
12 C -3.959 -2.998 -1.103
13 C -4.735 -0.175 -1.855
14 C -2.984 -1.904 -3.719
15 C -0.790 -2.472 0.760
16 C -0.579 -3.417 -0.240
17 C -0.136 -4.694 0.075
18 C 0.111 -5.036 1.396
19 C -0.075 -4.092 2.398
20 C -0.520 -2.817 2.082
21 C -2.777 -0.530 1.402
22 C -3.493 -1.556 2.014
23 C -4.605 -1.277 2.802
24 C -5.021 0.033 2.980
25 C -4.317 1.065 2.370
26 C -3.202 0.788 1.594
27 C 2.103 -0.817 1.414
28 C 2.729 -1.889 0.786
29 C 3.284 -2.921 1.533
30 C 3.241 -2.878 2.920
31 C 2.622 -1.810 3.556
32 C 2.045 -0.795 2.806
33 C 1.985 1.970 1.385
34 C 3.238 2.009 1.995
35 C 3.687 3.161 2.627
36 C 2.891 4.299 2.650
37 C 1.639 4.271 2.049
38 C 1.189 3.112 1.433
39 H 6.015 0.877 -1.553
40 H 5.155 -0.424 -0.706
41 H 5.315 1.169 0.045
42 H 4.382 3.506 -2.289
43 H 3.673 3.476 -0.662
44 H 2.617 3.493 -2.074
45 H 4.576 0.875 -3.978
46 H 2.826 1.162 -4.091
47 H 3.420 -0.417 -3.587
48 H -4.474 -2.788 -0.163
49 H -3.157 -3.711 -0.901
50 H -4.677 -3.486 -1.772
51 H -5.148 -0.136 -0.842
52 H -5.539 -0.444 -2.547
53 H -4.372 0.821 -2.114
54 H -2.354 -2.798 -3.750
55 H -2.466 -1.106 -4.257
56 H -3.917 -2.124 -4.249
57 H -0.760 -3.130 -1.269
58 H 0.026 -5.421 -0.713
59 H 0.464 -6.030 1.646
60 H 0.139 -4.349 3.429
61 H -0.660 -2.079 2.863
62 H -3.190 -2.586 1.872
63 H -5.147 -2.090 3.271
64 H -5.890 0.251 3.591
65 H -4.637 2.093 2.500
66 H -2.642 1.585 1.122
67 H 2.777 -1.888 -0.297
68 H 3.761 -3.756 1.032
69 H 3.684 -3.677 3.504
70 H 2.579 -1.774 4.639
71 H 1.559 0.037 3.303
72 H 3.878 1.134 1.964
73 H 4.666 3.172 3.094
74 H 3.244 5.203 3.135
75 H 1.011 5.154 2.057
76 H 0.207 3.078 0.987
77 S -1.942 1.635 -3.551
78 C -1.695 3.347 -3.730
79 C -2.028 3.915 -4.988
80 N -2.320 4.351 -6.016
81 C -1.204 4.122 -2.719
82 S -0.804 3.488 -1.151
83 C -1.011 5.518 -2.902
84 N -0.868 6.655 -3.034

Calculated values
gap between HOMO and LUMO = 5.6 eV
DFT total energy = -102129.293 eV
2S+1 = 1
lowest unoccupied orbital energy = 0.154 hartree
energy above the lowest of the compared OMol25 structures with the same formula, charge and spin = 13.5 kcal per mole
HOMO energy = -1.430 eV
total charge = -2
F_max = 0.61 eV/A

Here are the Mulliken charges for atoms 1 to 6, given in e: 1.646 -1.111 -0.003 -0.823 -1.074 0.223


Record 3
The following is a quantum chemistry calculation of C35H39AsBrCdN3O9P3SSe2 as an isolated structure, from OMol25.

Geometry (Å):
1 Cd -0.148 -0.220 -2.305
2 C -2.518 -4.390 -3.292
3 C -1.382 -3.497 -3.776
4 O -0.862 -4.074 -4.979
5 P -0.092 -3.324 -2.506
6 O -0.848 -3.267 -1.155
7 O 0.681 -4.733 -2.381
8 O 0.920 -2.205 -2.848
9 P -2.070 -1.758 -4.321
10 O -3.666 -1.949 -4.674
11 O -1.115 -1.402 -5.409
12 O -2.086 -0.906 -3.046
13 H -2.145 -5.424 -3.213
14 H -3.340 -4.359 -4.049
15 H -2.824 -4.097 -2.284
16 H -0.502 -3.299 -5.482
17 H -0.179 -3.417 -0.364
18 H 1.575 -4.660 -2.737
19 H -3.756 -1.508 -5.551
20 Se 1.842 0.256 -0.521
21 P 2.468 -1.361 0.913
22 Se 0.958 -2.887 1.390
23 C 4.002 -2.048 0.308
24 C 4.715 -1.271 -0.602
25 C 5.951 -1.847 -1.017
26 C 6.423 -3.058 -0.585
27 C 5.667 -3.784 0.288
28 C 4.420 -3.319 0.710
29 C 2.903 -0.341 2.321
30 C 2.581 -0.772 3.632
31 C 2.965 -0.005 4.714
32 C 3.564 1.215 4.530
33 C 3.983 1.586 3.259
34 C 3.746 0.769 2.125
35 H 4.357 -0.328 -0.987
36 H 6.545 -1.343 -1.756
37 H 7.394 -3.370 -0.953
38 H 5.943 -4.795 0.597
39 H 3.715 -3.947 1.294
40 H 2.144 -1.779 3.803
41 H 2.704 -0.356 5.743
42 H 3.705 1.930 5.376
43 H 4.576 2.453 3.115
44 H 4.110 0.974 1.098
45 C -4.587 0.026 -0.670
46 C -3.232 0.303 -0.901
47 N -2.230 -0.206 -0.197
48 C -2.516 -1.235 0.592
49 C -3.824 -1.676 0.874
50 C -4.879 -1.004 0.232
51 C -4.119 -2.756 1.784
52 C -3.381 -3.093 2.888
53 C -2.465 -2.314 3.650
54 C -1.911 -2.898 4.789
55 C -0.840 -2.252 5.408
56 N -0.344 -1.108 4.963
57 C -0.972 -0.612 3.882
58 N -2.055 -1.067 3.296
59 H -5.316 0.564 -1.238
60 H -2.979 1.108 -1.570
61 H -1.669 -1.669 1.110
62 H -5.902 -1.231 0.464
63 H -4.982 -3.404 1.588
64 H -3.608 -4.043 3.359
65 H -2.199 -3.867 5.168
66 H -0.328 -2.756 6.196
67 H -0.524 0.285 3.402
68 Br 3.277 5.787 -5.416
69 C 1.615 5.356 -4.559
70 C 0.490 6.277 -4.584
71 C -0.737 5.881 -4.032
72 C -0.866 4.720 -3.363
73 C 0.233 3.810 -3.299
74 C 1.479 4.140 -3.877
75 C 0.046 2.371 -2.851
76 O 0.992 1.542 -3.072
77 O -1.052 2.102 -2.300
78 H 0.657 7.202 -5.149
79 H -1.602 6.570 -4.097
80 H -1.850 4.409 -2.988
81 H 2.237 3.377 -3.920
82 C -2.586 3.215 2.946
83 As -0.901 3.668 2.193
84 C -1.252 4.268 0.327
85 C -0.151 5.244 3.097
86 S 0.390 2.026 2.179
87 H -2.454 3.362 4.045
88 H -2.832 2.118 2.856
89 H -3.395 3.876 2.562
90 H -2.138 4.915 0.473
91 H -1.493 3.365 -0.300
92 H -0.332 4.788 -0.034
93 H -0.670 5.390 4.034
94 H -0.186 6.096 2.418
95 H 0.917 4.947 3.216

Calculated values
gap between HOMO and LUMO = 6.6 eV
DFT total energy = -364674.854 eV
2S+1 = 1
lowest unoccupied orbital energy = 0.069 hartree
energy above the lowest of the compared OMol25 structures with the same formula, charge and spin = 14.0 kcal per mole
HOMO energy = -4.690 eV
total charge = -1
F_max = 2.98 eV/A

Here are the Mulliken charges for atoms 1 to 6, given in e: 2.008 -1.662 0.957 -0.646 0.651 -0.216